[1]
Entry from the OMol25 dataset: the ion C8H14N3O with charge +1 (wB97M-V/def2-TZVPD).

Values from the calculation:
Frontier orbital gap: 9.57 eV
SMILES string: C#CCCC[C@@H]1NC(N)=[NH+]CO1
LUMO: -3.54 eV
Strongest force on any atom: 1.9 eV/Å
E_HOMO: -13.1124 eV

```
! wB97M-V def2-TZVPD RIJCOSX def2/J DEFGRID3
* xyz 1 1
H -0.7393 -0.2986 2.0421
N -2.0312 1.2248 -0.4202
C -0.9648 2.2516 -0.5910
H 2.5630 -0.6917 -1.4980
H -1.4185 3.1464 -1.0159
H -0.2439 1.8817 -1.3308
O -0.4239 2.6073 0.6306
H -2.3496 0.8263 -1.2977
C -1.7796 0.2596 0.4827
H -2.9322 -1.3056 1.0950
C 1.2384 -3.6081 -1.3028
C 1.4231 -0.6164 0.3768
H 0.7888 -0.4681 -1.6993
H 2.3172 -1.0070 0.8632
H -2.3468 -1.4298 -0.5493
N -2.3850 -0.9450 0.3302
C 0.1030 1.4872 1.3049
H 0.5723 -1.1909 0.7411
C 1.5764 -0.9695 -1.1283
N -1.0040 0.5304 1.5262
H 1.1180 -4.6413 -1.0737
C 1.4093 -2.4248 -1.2521
C 1.3595 0.9145 0.6090
H 2.2145 1.1947 1.2242
H 0.3953 1.8657 2.2823
H 1.5401 1.4066 -0.3494
*
```

Computed natural (NBO) charges, given in elementary charges: 0.43, -0.54, 0.07, 0.25, 0.23, 0.17, -0.46, 0.42, 0.70, 0.44, -0.20, -0.40, 0.20, 0.24, 0.43, -0.84, 0.25, 0.20, -0.47, -0.56, 0.25, -0.04, -0.47, 0.25, 0.22, 0.23

---

[2]
Entry from the OMol25 dataset: a structure of composition C17H41N2OP2Sn (wB97M-V/def2-TZVPD).

Values from the calculation:
Frontier orbital gap (spin up / spin down): 6.42 / 6.42 eV
LUMO (spin up / spin down): -11.76 / -11.76 eV
Strongest force on any atom: 4.4 eV/Å
E_HOMO (spin up / spin down): -18.1819 / -18.1812 eV

```
! wB97M-V def2-TZVPD RIJCOSX def2/J DEFGRID3
* xyz 3 1
H 0.4170 -4.4017 -2.7469
C 2.6133 1.2585 -0.8666
H 1.3983 -5.1916 0.1521
C 1.8244 2.5878 -0.8743
H -1.1214 2.7655 -2.0109
P 0.1759 2.5465 -0.0689
H -0.4489 -5.3708 -1.5248
H -1.2833 5.1752 -2.3622
O -3.6658 -0.0778 1.4204
H 3.3688 1.2982 -1.6784
C -0.8494 3.0548 2.5061
Sn -0.2219 0.0176 -0.3421
H 1.2442 -3.1378 1.6406
H 1.6925 2.9229 -1.9167
H -1.1103 -2.4738 -2.3305
H 3.3761 -1.0819 -1.8173
C -1.0330 3.4356 -1.1368
H -0.5518 3.2945 3.5354
H -0.3181 5.4353 1.2125
C 2.6174 -1.1433 -1.0094
C 0.3347 -3.5392 1.1538
H 0.8942 5.2321 2.4826
C -0.5418 4.7934 -1.6471
H 0.4171 4.7190 -2.1740
C -0.5416 -4.5375 -2.2319
H -1.7259 3.6702 2.2633
H -2.4412 -4.2748 -0.2153
H 0.2170 -0.1696 2.7595
H 1.5009 0.6943 2.1744
H -0.3192 -5.5415 0.5286
H -0.6469 0.0544 -2.0621
H 2.4389 -3.2855 -0.7653
H -1.7261 -3.9196 1.7918
H 3.2187 -1.1827 -0.0727
H 3.2168 1.1863 0.0661
H -1.1532 -2.2906 2.2281
H -1.1550 1.9991 2.4933
C 1.8325 -2.4639 -1.1802
H -2.4443 4.2792 0.3221
C 0.5882 4.8770 1.4886
H 2.4297 3.3544 -0.3641
H 1.3980 5.1328 0.7912
C 0.5877 -5.0250 0.8752
N 1.8276 0.0640 -1.0685
H 1.5012 -0.9564 2.0749
H -3.1399 3.8500 -1.2508
H -3.1341 -3.6450 -1.7203
H 1.7035 -2.6709 -2.2558
C -2.4156 -3.4284 -0.9175
H -0.4470 5.5305 -0.8407
H -1.2858 -4.8230 -2.9878
H 0.8913 -5.5039 1.8165
H 0.3476 0.0729 -2.2223
N 0.9115 -0.1249 2.0107
C -2.6181 -0.0689 0.9676
C -2.4207 3.5310 -0.4837
P 0.1855 -2.5220 -0.3767
C -1.0265 -3.2531 -1.5519
C -0.8494 -3.3405 2.1112
C 0.3326 3.3681 1.5769
H -2.7801 2.5730 -0.0833
H -0.5548 -3.7058 3.1037
H -2.7744 -2.5299 -0.3969
H 1.2422 2.9074 2.0075
*
```

Computed natural (NBO) charges, given in elementary charges: 0.23, -0.24, 0.23, -0.77, 0.24, 1.17, 0.24, 0.27, -0.33, 0.25, -0.62, 1.21, 0.24, 0.28, 0.23, 0.25, -0.53, 0.27, 0.23, -0.24, -0.52, 0.28, -0.62, 0.23, -0.62, 0.24, 0.24, 0.42, 0.41, 0.23, -0.12, 0.30, 0.24, 0.20, 0.20, 0.19, 0.19, -0.77, 0.24, -0.62, 0.30, 0.23, -0.62, -0.80, 0.41, 0.27, 0.27, 0.28, -0.62, 0.24, 0.27, 0.27, 0.30, -1.06, 0.53, -0.62, 1.17, -0.53, -0.62, -0.51, 0.19, 0.27, 0.19, 0.24